No. 1
91
Properties=species:S:1:pos:R:3:forces:R:3 method="wB97M-V/def2-TZVPD" orbital_gap_ev=9.82 smiles="O=C1OCCO1.O=C1OCCO1.O=C1OCCO1.O=C1OCCO1.O=C1OCCO1.O=C1OCCO1.O=C1OCCO1.CCO.CCO.O" e_lumo_ev=-0.39 charge=0
C 1.6781 6.0641 -3.0029 -0.1 0.0 0.1
C -4.6517 -2.1550 1.1830 -0.1 -0.8 0.3
O 1.8666 7.1980 -2.7008 0.0 0.1 0.0
O -4.2336 2.6103 5.6136 -0.1 -0.3 0.0
C -1.5057 3.2359 3.6580 -0.1 0.7 -0.8
C -3.2507 3.0214 5.0964 0.1 0.7 0.0
O 3.7177 1.6253 -4.3313 0.1 0.1 0.0
O -3.6893 -1.1201 -1.9112 0.0 -0.1 -0.2
C -0.2473 -5.0695 2.9848 0.2 -0.1 -0.4
C 4.2360 1.5870 1.8753 0.1 0.0 0.8
H 0.6211 0.9356 -0.5366 0.1 -0.1 0.0
C -3.9292 -1.7288 -0.9201 -0.3 0.2 0.0
H 1.1582 -3.1190 -1.6919 0.1 -0.2 0.0
C 3.1576 1.4541 2.9708 0.5 -0.4 -0.3
O -4.7481 -1.2947 0.0613 0.3 0.3 0.0
O -2.8111 2.6901 3.8613 0.3 -0.4 0.2
C 1.3459 3.8441 -2.7984 0.9 -1.1 -0.4
O 1.6497 3.4477 0.6445 -0.1 -0.1 -0.2
O -3.1130 1.8265 -5.6699 0.1 0.1 -0.1
H -0.9133 1.2266 1.4019 -0.7 -0.3 -0.2
H 4.5945 0.6139 1.5477 -0.1 0.0 -0.3
O 1.9866 -3.6283 5.1205 0.0 -0.1 0.1
C 0.2929 -5.7631 -2.2403 -0.3 0.0 0.3
H 3.0088 -0.8611 -1.3651 -0.3 0.2 -0.4
C 0.1978 -3.6126 -1.5401 -0.9 0.0 0.4
H 0.5650 -0.8363 -0.2589 0.1 0.0 -0.4
H -1.4825 3.6852 2.6655 0.0 -0.1 0.0
O 2.1170 2.3047 2.5128 -0.1 0.0 0.0
H 0.2757 4.2842 -4.6805 0.0 -0.6 -0.1
O 0.6095 -6.9039 -2.2640 0.1 -0.1 -0.1
O 0.6445 -5.1310 4.1001 -0.4 -0.1 0.3
C -3.1261 2.0050 -4.2609 -0.4 -0.1 0.3
H 0.3899 0.1851 1.8359 0.0 0.0 -0.1
H -0.8357 0.0285 -0.9634 -0.1 -0.1 0.0
O 4.4144 -0.4803 -3.9575 -0.1 -0.1 0.1
H -0.2900 -3.0426 -3.5666 -0.2 0.0 -0.1
H -3.3115 3.0484 -3.9726 0.3 0.1 -0.3
H 2.8219 0.4180 3.0368 -0.3 0.1 0.0
C 3.9725 -0.4634 -1.6839 1.1 -0.8 0.5
H -3.9647 1.4701 -3.8003 0.1 -0.3 -0.1
H -0.2502 -6.0332 2.4822 0.1 0.0 0.0
H 5.7613 -1.3106 -2.6372 0.0 0.2 0.0
H 2.2949 3.3447 -2.5851 -0.1 0.0 0.0
H -1.6492 0.4793 -3.9609 0.0 -0.1 0.2
H -5.5989 -2.6740 1.3365 -0.1 0.2 -0.1
H -1.4750 -0.8160 2.4079 -0.4 -0.5 -0.2
C -3.5621 -3.1539 0.7816 0.4 0.1 0.1
O -0.2310 -5.0652 -3.2649 -0.2 -0.1 -0.1
H -4.4098 -1.6079 2.0908 0.1 0.2 -0.1
H 4.6213 -0.5102 -0.8041 -0.2 0.6 0.0
H -3.8041 -4.1886 1.0119 -0.1 0.0 -0.2
C 2.3799 2.7408 1.2530 -0.1 0.1 0.4
C 3.9951 0.7493 -3.5821 -0.3 -0.1 -0.1
H -1.2747 -4.8531 3.2843 0.1 0.1 0.4
O -2.4375 3.9546 5.6534 0.1 -0.2 0.0
H -1.9137 1.6424 -2.5862 0.2 -0.4 0.0
C 1.3185 -3.9746 4.2037 0.2 0.5 -0.5
H -3.9728 1.5319 -5.9760 -0.1 0.1 0.1
H -2.4198 -1.3667 4.7580 0.0 0.0 0.0
O -3.4549 -2.9607 -0.6326 0.1 -0.1 0.0
O 0.3689 -4.9761 -1.1278 0.4 0.3 -0.2
H 4.3040 -2.2693 -2.8541 -0.1 0.1 -0.4
H -0.4219 -3.3397 1.7021 0.2 0.4 0.2
C -1.3859 4.3025 4.7485 0.1 -0.4 0.1
H -0.4353 4.2346 5.2735 0.0 0.1 0.0
C -0.6198 -3.7616 -2.8178 0.8 0.6 -0.2
H -1.6933 -3.6624 -2.6750 0.0 -0.3 0.1
O 3.8846 0.8359 -2.2297 -0.2 0.1 0.0
H -1.5415 5.3149 4.3820 -0.1 0.0 0.0
H 1.9791 3.6579 -4.9194 -0.2 -0.3 0.0
O -1.9884 -0.7750 4.1342 0.1 0.0 0.2
H -0.9821 2.1299 -3.9882 0.0 -0.1 -0.2
H 0.5498 3.1702 -2.4913 -0.2 0.4 0.3
H 3.4989 1.7774 3.9504 0.0 0.1 0.0
C 1.2858 4.1936 -4.2829 0.1 1.7 0.4
H -0.7289 2.4704 3.6653 -0.1 -0.1 0.4
O 3.5737 2.2828 0.8307 0.0 -0.1 -0.2
H 5.0947 2.1631 2.2218 -0.1 0.1 -0.1
C -1.8228 1.5117 -3.6677 -0.3 0.6 0.1
O -1.3108 -0.8958 1.4496 -0.2 0.8 0.6
O 1.7556 5.5786 -4.2508 0.1 -0.3 -0.2
C -0.0114 0.0911 -0.2541 0.1 0.3 0.4
H -1.5641 -0.1074 4.6823 0.0 0.0 0.0
O 1.1486 -3.2216 3.0717 0.0 0.0 0.4
C -0.4929 0.2399 1.1775 1.0 -0.4 -0.3
H 0.9570 -4.3521 1.3248 0.3 0.1 0.2
H -0.3631 -3.0939 -0.7634 0.1 0.1 0.0
O 1.3527 5.0871 -2.1218 -0.4 0.2 -0.1
C 0.3655 -3.9484 2.1490 -0.8 -0.6 -0.8
C 4.6842 -1.2502 -2.7914 -0.3 -0.3 0.4
H -2.5766 -2.9167 1.1848 -0.2 0.1 0.2



No. 2
84
Properties=species:S:1:pos:R:3:forces:R:3 method="wB97M-V/def2-TZVPD" orbital_gap_ev=4.57 e_lumo_ev=3.39 charge=-2 relative_energy_kcal_mol=0.0
C 2.1356 3.6826 -3.4459 -0.1 0.0 0.0
N -2.3864 2.6812 -0.3460 0.2 0.1 -0.3
C 4.3643 -1.6505 -4.7014 0.0 -0.1 -0.1
N -1.6262 -0.5006 -1.9116 0.1 0.1 0.1
H 4.2249 -2.3222 2.7797 0.0 0.0 0.0
H 4.3498 -4.1528 -1.7836 0.0 0.0 0.0
Cs 0.6001 1.7374 1.1501 0.1 -1.1 2.1
C -1.4712 -1.9235 2.4769 -0.1 0.0 0.0
N -5.9240 -3.3466 -3.3228 0.0 0.0 0.0
H 0.1719 0.5323 5.8513 0.0 0.0 0.0
C 4.3558 -3.4449 -2.6037 0.0 -0.1 0.2
H -2.3368 -0.5276 0.0142 0.0 0.0 0.0
H -4.3562 -1.8790 -0.5289 0.0 0.0 0.0
C -1.8232 -0.8474 -3.1779 -0.1 -0.1 -0.1
O 0.7413 3.1549 -0.8377 0.1 0.9 -1.9
C -3.8403 -1.9717 -2.6302 -0.1 -0.1 -0.1
H 0.7128 -0.2566 4.3607 0.0 0.0 0.0
H 4.3643 -0.9316 -5.5137 0.0 0.0 0.0
H 3.2658 0.3304 3.9859 0.0 0.0 0.0
C -3.2573 2.3503 -1.3143 -0.1 -0.1 -0.1
H 1.4190 0.6597 -3.6038 0.0 0.0 0.0
H -4.7526 2.2693 0.0667 -0.1 0.0 0.0
H 2.9378 -0.7578 1.3920 0.0 0.0 0.0
Se -3.5388 3.5710 3.9711 0.0 0.0 -0.3
H -4.1192 -0.7191 4.6765 0.0 0.0 0.0
C 4.2912 -1.2003 -3.3940 0.0 0.2 0.0
H -5.1849 1.9178 -1.6030 0.0 0.0 0.0
As 1.7856 2.5045 -1.9617 0.2 0.3 0.1
H 2.9790 -2.1438 4.0294 0.0 0.0 0.0
H -3.9534 -0.3271 1.6310 0.0 0.0 0.0
C -1.4340 0.1823 4.4554 -0.1 0.0 0.0
H 0.1880 -1.6977 1.0650 -0.1 0.0 0.0
P -1.8037 -0.1036 2.6716 -0.2 -0.2 0.1
C 3.5224 2.3428 -1.1296 0.0 0.1 0.0
O 2.6600 -0.2103 2.1482 0.0 -0.1 0.0
H 3.0803 4.1888 -3.2458 -0.1 0.0 -0.1
Se -4.8829 3.7127 2.0217 0.2 0.0 0.2
C 4.4328 -3.9017 -3.9088 0.0 0.0 -0.1
C -0.0663 -2.2464 1.9776 0.1 0.0 -0.1
H -5.4481 -0.8997 3.5435 0.0 0.0 0.0
H 1.3132 4.3882 -3.5091 0.0 0.0 0.0
C 3.6460 -0.2827 3.1656 0.0 0.1 -0.1
C -3.6503 -1.6121 -1.3021 0.1 0.2 -0.1
H 4.4920 -3.3689 -5.9972 0.0 0.0 0.0
H 0.3225 1.4815 4.4027 -0.1 -0.1 0.0
H 4.2448 -0.1350 -3.1961 0.0 0.0 0.0
C -2.9172 -1.5840 -3.5977 0.0 0.1 0.2
H 0.6970 -1.9749 2.7070 0.0 0.0 0.0
C 4.2830 -2.0803 -2.3050 -0.1 0.0 -0.1
C -1.8411 2.4844 -3.1063 -0.1 0.0 0.0
C 1.4173 0.7067 -2.5168 -0.1 0.0 -0.1
Te -1.2861 4.4166 2.9971 -0.2 0.1 0.2
H 0.4355 0.4156 -2.1506 0.0 0.0 0.0
C -4.3649 -0.9921 3.6491 0.0 0.0 0.1
H -1.7730 -0.6879 5.0288 0.0 0.0 0.0
H -1.4857 3.0998 -0.5675 -0.1 -0.1 -0.2
N -4.4864 2.0022 -0.8864 0.0 -0.1 0.0
H -3.9378 0.9545 2.8016 0.0 0.0 0.0
H -2.8088 2.9207 0.5548 0.1 0.1 0.0
N -0.8313 2.6338 -3.6591 0.3 0.0 -0.1
C -2.5237 -0.8576 -1.0030 -0.1 -0.1 0.1
H 4.6630 -1.7322 4.3921 0.0 0.0 0.0
Se 0.2640 4.2626 4.9387 0.0 0.0 -0.2
H 3.5703 1.4773 -0.4655 0.0 0.0 -0.1
C -3.6455 -0.0906 2.6560 0.0 0.1 0.0
H -1.6744 -2.4470 3.4174 0.0 0.0 0.0
H -3.0480 -1.8419 -4.6382 0.0 0.0 0.0
H 2.1880 3.1180 -4.3739 0.0 0.0 0.0
H -1.0805 -0.5078 -3.8911 0.0 0.0 0.0
C 3.8916 -1.7090 3.6189 0.0 0.0 0.1
H 4.2606 2.1914 -1.9187 0.1 0.0 0.1
H 2.1951 0.0689 -2.0899 -0.1 0.0 0.0
H 4.4872 -4.9692 -4.0943 0.0 0.0 0.0
C 0.0300 0.4942 4.7695 0.0 -0.1 -0.1
H 3.7401 3.2611 -0.5838 0.0 0.0 0.0
H -4.1066 -2.0459 3.5160 0.0 0.0 0.0
Se 4.1918 -1.4343 -0.5254 0.2 0.0 0.1
N -3.0424 2.2679 -2.6253 0.1 0.1 0.4
H -2.2135 -2.2986 1.7621 0.0 0.0 0.0
C -4.9994 -2.7371 -3.0156 0.0 0.0 0.0
H 0.0478 -3.3087 1.7516 0.0 0.0 0.0
C 4.4362 -3.0112 -4.9762 0.0 0.0 0.0
H -2.0568 1.0344 4.7472 0.0 0.0 0.0
H 4.5794 0.1739 2.8144 0.0 -0.1 0.0



No. 3
74
Properties=species:S:1:pos:R:3:forces:R:3 method="wB97M-V/def2-TZVPD" orbital_gap_ev="4.19 / 4.21" e_lumo_ev="-7.22 / -7.21" charge=+2 spin_multiplicity=8
H -5.6801 -4.2847 -2.1061 0.2 0.2 0.0
H -6.7305 0.3651 -2.6498 0.2 0.0 0.2
H 7.6457 -2.4873 -1.6103 -0.1 -0.2 0.1
H -3.2753 -2.4264 -1.4319 0.0 -0.3 0.0
C -0.8677 2.4089 4.1477 0.1 0.0 0.1
H 3.9460 -0.9607 0.8214 -0.1 0.2 0.2
C 7.6410 -1.5551 -2.1488 0.0 0.6 -0.4
H -0.3241 0.5630 -1.2070 0.4 0.3 0.3
H -4.2860 -0.5146 -2.6681 0.0 0.0 0.1
C -1.3414 2.4023 0.4432 -0.4 0.0 0.0
H 3.2316 2.8112 2.5949 -0.3 0.0 0.2
H -5.5220 -0.1068 0.8697 0.1 0.0 0.1
H -5.4857 1.5950 -2.8363 -0.1 0.1 0.1
H 7.9831 1.7484 -4.0721 -0.1 -0.4 0.2
C -4.8000 -0.1580 -1.7665 0.2 -0.3 0.1
H 0.0174 2.3123 4.7863 -0.3 0.1 -0.1
C -4.2238 -2.9321 -1.1965 0.3 0.0 0.2
C 0.8439 0.5363 0.6497 1.4 -1.1 -0.3
H -6.2028 -2.9839 1.7388 0.0 0.2 0.0
H -4.0013 -4.7911 -2.2886 0.0 0.0 -0.1
H -0.3756 0.3869 3.4704 -0.1 0.2 -0.1
N 0.6710 -2.7649 2.3643 0.3 0.1 0.0
C 6.4744 -0.7702 -2.2640 1.0 0.1 -0.7
H 5.7924 1.1513 -3.0710 0.0 0.0 0.1
H 3.9383 -0.0491 -2.8744 0.1 0.0 0.4
Eu 1.2344 -2.3589 -0.2130 -2.1 -1.1 0.7
C 4.0322 -0.5699 -1.9154 1.7 -0.6 -0.2
C -6.2886 -1.8924 1.7813 0.0 0.1 0.2
H 1.5417 -0.0535 -2.6919 0.0 -0.1 0.8
C -4.6612 -3.9223 -2.2832 0.2 0.0 0.1
H -6.1181 -1.5723 2.8151 -0.1 -0.2 -0.1
H 0.1956 -1.8992 2.6485 0.1 -0.5 -0.2
C -0.8762 3.3811 -0.6265 0.0 0.2 -0.3
C -5.2978 -1.1796 0.8601 0.2 0.1 -0.2
H 0.7037 3.9832 2.0276 0.1 -0.2 0.0
C 1.6590 -0.0578 -1.5905 1.1 0.2 0.4
C 1.9735 -0.1015 1.2338 -0.2 0.9 -0.3
C 3.0223 -0.5592 0.4118 0.0 0.5 -1.3
C 6.6132 0.4538 -2.9721 0.4 -0.3 0.0
H -6.2610 1.3699 -1.2602 -0.1 0.0 -0.1
H -2.1249 2.8208 1.0964 0.3 0.0 -0.2
H -1.7536 3.7461 -1.1715 0.2 0.0 0.1
C 1.2080 3.0235 1.8585 0.0 0.3 -0.3
H 9.7462 -1.7169 -2.6688 -0.3 0.2 -0.1
H -4.0869 -3.4421 -0.2319 0.0 0.0 -0.2
H 1.4257 -2.9400 3.0289 -0.3 -0.1 0.0
H 5.3136 -1.9666 -0.8748 -0.1 0.4 0.2
H -0.2119 2.9018 -1.3591 -0.2 0.2 0.2
H -1.7618 2.3242 4.7759 0.3 0.0 -0.2
C -0.8592 1.2937 3.0778 -0.3 -0.5 0.6
H -0.8647 3.4166 3.7175 -0.1 -0.2 0.1
C 7.8541 0.8040 -3.5296 -0.8 -0.4 0.4
C 2.2068 2.6756 2.9694 0.5 0.0 0.4
H 2.1416 1.6409 3.3298 -0.1 0.3 -0.1
P -0.0687 1.7913 1.5482 -0.5 -0.1 0.0
C 5.2257 -1.1722 -1.6179 -0.5 0.8 -0.6
H -7.3211 -1.6193 1.5237 0.3 -0.2 0.0
H -0.0282 -3.5038 2.4774 0.2 0.2 0.1
H -4.2491 -1.3147 1.1629 -0.3 0.1 0.1
C 8.8346 -1.1155 -2.7503 -0.6 -0.4 0.4
H 2.0582 -0.1694 2.3291 0.1 0.1 -0.7
H 2.0832 3.3188 3.8502 0.0 -0.2 -0.3
Br -1.4858 -1.1700 0.6633 -0.1 -0.9 -0.2
H 1.7448 3.1258 0.9058 -0.2 0.1 0.1
H -4.6277 -3.4582 -3.2741 -0.1 -0.1 0.1
C 2.9341 -0.4114 -1.0186 -1.1 0.0 0.7
C 0.6504 0.3716 -0.7540 -0.2 0.7 -0.1
H -1.8828 0.9831 2.8185 0.3 0.1 -0.1
H -0.3511 4.2455 -0.2138 -0.1 -0.1 0.0
N 8.9223 0.0204 -3.4221 0.4 0.2 -0.2
P -5.4868 -1.6465 -0.9147 -1.3 0.1 -0.2
H -1.7917 1.5094 -0.0184 0.0 0.2 0.3
C -5.8874 0.8486 -2.1456 0.2 0.1 0.0
H -4.0470 0.2675 -1.0883 0.1 0.2 -0.2